(1)
C40H33BrF9N8O5PSV | ωB97M-V with the def2-TZVPD basis set

Last column: Mulliken spin population.
CARTESIAN COORDINATES (ANGSTROEM)
V: 2.521 0.554 0.345  2.08
N: -0.049 3.183 7.413  0.00
C: 0.261 2.435 6.298  0.00
C: -0.450 2.613 5.107  0.00
C: -0.150 1.857 3.994  0.00
C: 0.847 0.898 4.073  0.01
C: 1.555 0.692 5.252  0.00
C: 1.257 1.450 6.362  0.00
S: 1.491 0.110 2.653  0.03
O: 0.746 0.497 1.420  -0.08
O: 1.588 -1.294 2.899  -0.01
N: 2.954 0.746 2.375  -0.02
C: 2.868 2.120 2.148  0.01
N: 3.040 2.420 0.857  -0.02
C: 3.090 3.701 0.488  0.00
C: 2.905 4.696 1.421  0.00
C: 2.608 4.286 2.710  0.01
N: 2.599 3.013 3.095  0.00
H: -0.580 4.024 7.287  0.00
H: 0.610 3.194 8.170  0.00
H: -1.231 3.364 5.059  0.00
H: -0.683 2.001 3.060  0.00
H: 2.336 -0.058 5.277  0.00
H: 1.801 1.300 7.287  0.00
H: 3.302 3.903 -0.551  0.00
H: 2.939 5.739 1.147  0.00
H: 2.371 5.005 3.488  0.00
N: 1.826 0.761 -1.659  -0.03
C: 2.927 0.411 -2.568  0.00
C: 2.783 0.837 -4.025  0.00
C: 2.204 -0.233 -4.953  0.00
C: 2.972 -1.564 -4.884  0.00
N: 2.400 -2.524 -3.943  0.00
C: 1.200 -3.066 -4.084  0.00
N: 0.691 -3.808 -3.110  -0.01
N: 0.498 -2.892 -5.213  0.00
C: 4.202 0.911 -1.864  0.01
O: 5.130 1.416 -2.458  0.00
O: 4.135 0.653 -0.591  0.00
H: 0.981 0.230 -1.838  -0.01
H: 1.571 1.760 -1.682  -0.01
H: 3.042 -0.671 -2.495  0.00
H: 3.778 1.115 -4.381  0.00
H: 2.146 1.723 -4.078  0.00
H: 2.241 0.146 -5.977  0.00
H: 1.154 -0.407 -4.705  0.00
H: 3.995 -1.375 -4.567  0.00
H: 3.028 -2.037 -5.869  0.00
H: 2.851 -2.679 -3.050  0.00
H: 0.990 -3.715 -2.151  0.04
H: -0.243 -4.173 -3.212  0.00
H: 0.914 -2.462 -6.019  0.00
H: -0.389 -3.352 -5.319  0.00
F: -0.028 -7.160 1.749  0.01
C: -0.304 -5.952 1.273  0.07
C: -1.558 -5.397 1.472  -0.03
F: -2.483 -6.088 2.135  0.00
C: -1.866 -4.145 0.965  0.09
F: -3.122 -3.733 1.124  0.01
C: -0.907 -3.379 0.299  -0.01
P: -1.172 -1.628 -0.304  0.06
C: -2.195 -0.909 1.034  0.01
C: -3.244 -0.031 0.774  0.00
C: -3.974 0.518 1.820  0.00
C: -3.654 0.214 3.134  0.00
C: -2.572 -0.613 3.404  0.00
C: -1.844 -1.164 2.362  0.00
C: -2.377 -2.038 -1.647  0.00
C: -3.743 -2.272 -1.511  0.00
C: -4.515 -2.603 -2.618  0.00
C: -3.941 -2.686 -3.879  0.00
C: -2.583 -2.443 -4.030  0.00
C: -1.811 -2.130 -2.920  0.00
C: 0.305 -3.992 0.094  0.64
Br: 2.476 -1.894 -0.072  0.06
C: 0.629 -5.244 0.537  0.05
F: 1.804 -5.823 0.243  0.00
H: -3.505 0.222 -0.247  0.00
H: -4.802 1.184 1.605  0.00
H: -4.248 0.616 3.946  0.00
H: -2.292 -0.834 4.427  0.00
H: -1.000 -1.807 2.580  -0.01
H: -4.214 -2.200 -0.541  0.00
H: -5.574 -2.792 -2.494  0.00
H: -4.551 -2.926 -4.740  0.00
H: -2.137 -2.477 -5.019  0.00
H: -0.749 -1.931 -3.031  0.01
F: -4.473 4.539 -0.465  0.00
C: -3.174 4.188 -0.476  0.00
C: -2.786 2.931 -0.896  0.00
F: -3.716 2.044 -1.288  0.00
C: -1.451 2.592 -0.928  0.00
F: -1.123 1.347 -1.342  0.00
C: -0.397 3.475 -0.588  0.01
O: 0.850 3.177 -0.680  0.01
C: -0.859 4.739 -0.147  0.00
F: 0.057 5.660 0.211  0.00
C: -2.193 5.085 -0.093  0.00
F: -2.555 6.304 0.328  0.00

The value obtained for the molecular weight is 1070.63 g mol⁻¹. As for the LUMO energy (alpha / beta): -0.363 / -1.564 eV. Its multiplicity is 4. For the frontier orbital gap (alpha / beta), the calculation gives 6.64 / 5.44 eV. As for the strongest force on any atom: 0.0457 Eh/bohr. The energy above the lowest of the compared OMol25 structures with the same formula, charge and spin comes out at 2.396 eV. The expectation value of S² is 3.769. As for the HOMO energy (alpha / beta): -7.003 / -7.006 eV.


(2)
C29H30O3P | ωB97M-V with the def2-TZVPD basis set

Last column: Löwdin charge in e.
CARTESIAN COORDINATES (ANGSTROEM)
C: 0.328 -3.454 0.957  -0.05
C: -1.161 -3.147 1.170  -0.31
C: -1.480 -1.666 1.471  -0.14
C: -2.371 -0.983 0.620  -0.21
C: -3.032 -1.659 -0.552  -0.03
C: -2.638 0.364 0.832  -0.01
C: -1.976 1.088 1.817  -0.26
C: -2.247 2.552 1.959  -0.04
C: -1.058 0.416 2.628  0.00
C: -0.817 -0.948 2.486  -0.21
C: 0.220 -1.561 3.388  -0.03
H: 0.436 -4.419 0.452  0.09
H: 0.776 -2.686 0.312  0.11
H: 0.882 -3.458 1.899  0.06
H: -1.644 -3.369 0.203  0.12
H: -3.681 -0.940 -1.065  0.09
H: -2.315 -2.034 -1.296  0.10
H: -3.664 -2.495 -0.230  0.05
H: -3.366 0.851 0.182  0.13
H: -1.644 2.981 2.765  0.08
H: -2.027 3.091 1.026  0.09
H: -3.310 2.723 2.183  0.09
H: -0.512 0.964 3.401  0.13
H: 0.388 -0.893 4.247  0.09
H: -0.085 -2.541 3.783  0.08
H: 1.192 -1.664 2.879  0.09
C: 0.832 -8.967 2.401  -0.07
C: 1.552 -7.817 2.073  -0.05
C: 0.964 -6.553 2.227  -0.01
C: -0.340 -6.471 2.688  -0.25
O: -0.906 -5.190 2.909  -0.07
P: -1.925 -4.225 2.233  0.74
O: -2.572 -3.462 3.442  -0.07
C: -3.949 -3.278 3.695  -0.26
C: -4.432 -1.976 3.664  0.01
C: -5.815 -1.780 3.795  -0.06
C: -6.662 -2.869 4.016  -0.07
C: -6.130 -4.159 4.136  -0.05
C: -4.753 -4.371 3.971  -0.02
O: -3.155 -4.940 1.579  -0.08
C: -3.437 -5.653 0.400  -0.26
C: -4.226 -5.045 -0.563  -0.01
C: -4.343 -5.672 -1.809  -0.05
C: -3.761 -6.923 -2.020  -0.07
C: -3.104 -7.571 -0.973  -0.05
C: -2.973 -6.945 0.271  0.00
C: -1.053 -7.593 3.087  -0.03
C: -0.461 -8.851 2.918  -0.06
H: 1.287 -9.952 2.277  0.12
H: 2.575 -7.880 1.698  0.12
H: 1.517 -5.638 2.003  0.11
H: -3.734 -1.151 3.523  0.12
H: -6.206 -0.763 3.722  0.11
H: -7.736 -2.709 4.119  0.11
H: -6.774 -5.008 4.352  0.11
H: -4.316 -5.367 4.065  0.12
H: -4.745 -4.114 -0.342  0.11
H: -4.885 -5.173 -2.611  0.12
H: -3.844 -7.424 -2.986  0.11
H: -2.705 -8.578 -1.092  0.12
H: -2.548 -7.446 1.141  0.10
H: -2.053 -7.476 3.519  0.13
H: -1.009 -9.741 3.214  0.12

The value obtained for the molecular weight is 457.53 g mol⁻¹. As for the LUMO energy: -1.883 eV. Its multiplicity is 1. For the frontier orbital gap, the calculation gives 9.70 eV. As for the strongest force on any atom: 0.0622 Eh/bohr. Its total charge is +1. As for the HOMO energy: -11.580 eV.


(3)
C5H12N2O2 | ωB97M-V with the def2-TZVPD basis set

Last column: Löwdin charge in e.
CARTESIAN COORDINATES (ANGSTROEM)
C: 1.333 0.861 0.539  -0.39
C: -0.113 0.121 1.054  -0.25
C: -0.847 -1.572 -1.552  -0.12
C: -0.737 0.625 -0.216  -0.36
N: -0.045 -1.274 1.301  0.08
N: -1.341 1.897 -0.062  0.08
C: -0.952 -0.094 -1.350  -0.13
O: 2.091 -0.058 -0.220  -0.01
O: 2.051 1.128 1.702  -0.01
H: 2.557 0.330 1.903  0.10
H: 1.791 -0.016 -1.142  0.10
H: 1.301 1.829 0.021  0.15
H: -0.499 0.653 1.929  0.14
H: 0.566 -1.732 0.633  0.07
H: 0.298 -1.466 2.235  0.09
H: -1.514 2.188 0.893  0.08
H: -2.165 2.013 -0.637  0.09
H: -1.316 0.453 -2.212  0.09
H: -1.526 -2.106 -0.877  0.07
H: -1.105 -1.835 -2.583  0.07
H: 0.172 -1.945 -1.360  0.06

The value obtained for the molecular weight is 132.16 g mol⁻¹. As for the LUMO energy: 0.839 eV. Its multiplicity is 1. For the frontier orbital gap, the calculation gives 8.62 eV. As for the strongest force on any atom: 0.0818 Eh/bohr. The energy above the lowest of the compared OMol25 structures with the same formula, charge and spin comes out at 2.841 eV. As for the SMILES: C/C=C(/N)[C@@H](N)C(O)O. As for the HOMO energy: -7.785 eV.


(4)
C17H34FeO17Rb | ωB97M-V with the def2-TZVPD basis set

Last column: Mulliken spin population.
CARTESIAN COORDINATES (ANGSTROEM)
Fe: 2.314 0.646 0.563  3.84
Rb: 2.225 -5.088 -0.222  0.00
O: 2.740 -1.145 -0.381  0.08
C: 1.634 -1.400 -1.193  -0.03
C: 0.359 -0.593 -0.900  -0.01
O: 0.523 0.744 -0.544  0.07
H: 1.412 -2.482 -1.231  0.01
H: 1.882 -1.291 -2.265  -0.01
H: -0.222 -1.085 -0.090  0.00
H: -0.293 -0.653 -1.790  0.01
C: -3.266 -0.798 0.112  0.00
O: -3.295 -1.925 0.973  0.00
C: -4.336 -2.733 0.795  0.00
O: -5.252 -2.523 0.061  0.00
O: -4.185 -3.800 1.565  0.00
C: -5.204 -4.796 1.444  0.00
H: -4.056 -0.076 0.324  0.00
H: -3.427 -1.069 -0.933  0.00
H: -2.289 -0.328 0.182  0.00
H: -6.193 -4.353 1.513  0.00
H: -5.028 -5.443 2.302  0.00
H: -5.071 -5.383 0.537  0.00
C: 1.830 2.564 -3.006  0.00
O: 2.711 3.498 -2.376  0.00
C: 3.245 3.161 -1.229  0.00
O: 3.309 2.041 -0.772  0.00
O: 3.867 4.225 -0.742  0.00
C: 4.810 4.125 0.327  0.00
H: 2.300 1.638 -3.334  0.00
H: 1.406 3.038 -3.888  0.00
H: 1.022 2.362 -2.300  0.00
H: 4.871 5.141 0.708  0.00
H: 5.783 3.832 -0.060  0.00
H: 4.408 3.463 1.094  0.00
C: -1.961 -0.371 -4.809  0.00
O: -1.817 -1.699 -4.300  0.00
C: -0.639 -2.273 -4.490  0.00
O: 0.331 -1.771 -4.971  0.00
O: -0.710 -3.526 -4.076  0.00
C: 0.392 -4.371 -4.283  0.00
H: -2.973 -0.141 -4.465  0.00
H: -2.017 -0.385 -5.896  0.00
H: -1.319 0.402 -4.396  0.00
H: 0.706 -4.409 -5.325  0.00
H: 0.163 -5.394 -3.986  0.00
H: 1.201 -4.014 -3.639  0.00
C: 0.542 -2.698 2.695  0.00
O: 0.296 -1.632 3.622  0.00
C: 0.755 -0.432 3.350  0.00
O: 1.282 -0.148 2.313  0.01
O: 0.469 0.459 4.274  0.00
C: -0.029 0.037 5.525  0.00
H: -0.029 -2.483 1.792  0.00
H: 0.194 -3.612 3.165  0.00
H: 1.619 -2.719 2.531  0.00
H: 0.604 -0.733 5.966  0.00
H: -1.068 -0.298 5.561  0.00
H: -0.031 0.890 6.205  0.00
C: -1.033 2.510 1.700  0.00
O: -0.191 3.646 1.719  0.00
C: 1.107 3.456 1.791  0.01
O: 1.644 2.398 1.620  0.00
O: 1.778 4.566 1.997  0.00
C: 1.156 5.836 2.045  0.00
H: -1.250 2.191 2.727  0.00
H: -0.698 1.675 1.087  0.00
H: -2.031 2.829 1.394  0.00
H: 1.569 6.397 2.888  0.00
H: 0.096 5.912 2.292  0.00
H: 1.359 6.390 1.134  0.00

The value obtained for the molecular weight is 651.76 g mol⁻¹. As for the LUMO energy (alpha / beta): -3.566 / -3.567 eV. Its multiplicity is 5. For the frontier orbital gap (alpha / beta), the calculation gives 6.00 / 5.76 eV. As for the strongest force on any atom: 0.0385 Eh/bohr. Its total charge is +1. The expectation value of S² is 6.008. As for the HOMO energy (alpha / beta): -9.566 / -9.328 eV.


Question: Among the records above, which one has the lowest strongest force on any atom?
Answer: C17H34FeO17Rb